{
  "formula": "C32H57CrN2O2P2",
  "method": "the ωB97M-V functional and the def2-TZVPD basis",
  "symbols": ["N", "C", "C", "H", "C", "H", "H", "C", "C", "C", "H", "H", "H", "H", "H", "C", "H", "H", "H", "C", "H", "P", "C", "O", "C", "C", "C", "H", "H", "H", "C", "H", "H", "C", "H", "H", "H", "C", "C", "H", "C", "C", "H", "H", "C", "C", "H", "H", "H", "H", "H", "H", "H", "H", "H", "H", "H", "H", "C", "C", "C", "H", "Cr", "H", "H", "H", "H", "H", "H", "C", "H", "H", "C", "C", "H", "O", "H", "C", "C", "P", "H", "H", "C", "H", "H", "H", "H", "H", "H", "H", "H", "H", "C", "C", "C", "N"],
  "coordinates": [[0.062968, 1.087943, -1.383076], [-0.444451, 1.356613, 1.550111], [4.063142, 1.653497, -1.377150], [-3.032602, -1.596553, -1.938890], [-4.000597, 0.427178, -0.109798], [4.450228, 2.050216, -3.446933], [4.652370, -1.397362, 2.192480], [4.439458, -0.927793, 1.215250], [2.144387, -0.623941, 2.193523], [-0.623026, 1.119274, 5.439316], [1.794856, -1.557802, 1.737363], [-0.977149, 1.571339, -5.167789], [-0.332535, 3.747892, -3.991814], [1.838579, 0.765959, -5.152052], [0.289700, 1.169783, 6.047151], [-1.793919, -2.582075, 2.128951], [1.302079, 3.785681, -3.223574], [4.338905, 2.017151, 1.623020], [-1.098274, -1.791422, 2.475953], [-3.915875, 1.490068, 1.013963], [3.204700, 0.793139, -3.242093], [2.600090, 0.609461, -0.374305], [4.162860, 1.191204, -2.858134], [-0.721863, 0.010876, 3.317376], [0.320266, 3.215572, -3.264577], [1.105235, -1.688897, -1.590778], [-0.370706, -1.390401, 5.285739], [-1.555486, 1.210588, -3.540818], [-3.279545, -2.947916, -0.878822], [0.568207, -1.325663, 5.851191], [-4.105390, -3.169557, 1.351905], [-1.303148, -3.142338, 1.308888], [5.369014, -0.419129, 0.875590], [1.397706, -2.936673, -2.188884], [4.042609, 3.707463, -1.998529], [2.516722, -0.855097, 3.196409], [-0.708844, 2.017609, 4.823871], [1.958076, -0.435682, -1.883029], [0.396882, -3.923279, -2.360358], [-0.329725, -2.233904, 4.601428], [1.588751, 1.764323, -4.800910], [0.951515, 0.867949, -2.308729], [-4.381542, -3.636889, 2.313599], [-3.610014, -3.953524, 0.750542], [-1.188372, -2.458353, -1.360474], [-0.596393, -0.099724, 4.564204], [2.437008, 3.121724, -1.532983], [-6.141711, 0.618547, -0.386963], [4.901724, 0.409568, -2.991582], [-2.889043, 1.874438, 1.121051], [-2.620234, 1.448146, -1.500464], [3.616666, 3.506618, -0.295075], [-5.754683, -0.642585, 0.788727], [-4.582667, 2.326253, 0.754109], [-3.046692, -0.394006, 3.198157], [-3.840655, 0.462357, -2.306537], [-5.023927, -2.822334, 0.853477], [-3.996692, -1.834322, 3.669168], [-3.758936, -1.155793, 2.834356], [-0.690895, 1.066873, -4.220046], [3.499067, 3.074726, -1.291293], [-0.472648, 0.027869, -4.471123], [-0.570809, 0.067107, 0.028995], [-4.240290, 1.109888, 1.991991], [5.578782, 1.895846, 0.235740], [1.082407, 2.277993, -5.645230], [4.057997, 1.139882, 3.124127], [6.105098, 2.155981, -1.418479], [-4.291412, 1.992467, -1.554276], [-5.423070, -0.191218, -0.163497], [2.803154, -0.697098, -2.476105], [2.481155, 2.402871, -4.613431], [-3.159019, -2.000641, 1.708545], [5.464009, 1.537876, -0.781962], [-0.244000, 3.249501, -2.328063], [-0.253368, 2.386911, 2.085864], [4.150169, -1.721043, 0.505463], [-0.918132, -3.681484, -2.005770], [3.631280, 1.365290, 2.142220], [-2.712995, -0.834028, 0.272855], [2.417713, -3.132165, -2.511542], [-4.703067, -0.681133, 2.520966], [0.597786, 1.707554, -3.637112], [1.288158, 0.045889, 2.347487], [-1.479798, 1.059289, 6.126709], [-1.192838, -1.543646, 5.996643], [0.615822, -4.919614, -2.767611], [-1.786883, -4.380615, -2.110476], [-1.944962, -3.291953, 2.960222], [-5.521388, -0.941314, -0.964125], [2.723941, 1.951363, 2.321899], [5.848285, 0.520851, -0.851237], [3.267742, 0.057477, 1.401253], [-3.656836, 1.105001, -1.445879], [-2.638433, -2.073737, -1.046144], [-0.201726, -1.564260, -1.089280]],
  "forces_ev_per_a": [[2.363, -0.174, -2.826], [1.248, 6.404, 2.168], [-1.089, -1.263, 0.564], [0.022, 0.103, -0.369], [-0.714, -0.292, 0.371], [0.158, 0.179, -0.320], [0.161, -0.014, -0.319], [0.319, 0.202, 0.709], [-0.052, 0.320, -0.266], [-0.152, 0.265, -0.154], [0.040, 0.086, 0.000], [0.338, -0.202, 0.483], [0.547, -0.674, 0.009], [0.402, -0.072, -0.067], [-0.217, -0.049, -0.087], [0.356, -0.082, 0.164], [-1.293, -0.619, 0.220], [-0.174, -0.261, 0.058], [-0.528, -0.582, -0.326], [-0.156, 0.086, 0.013], [0.924, 0.782, -0.034], [0.621, 1.711, 1.008], [-0.986, -0.152, 0.687], [0.124, -0.885, 3.491], [0.429, -0.074, 0.071], [-2.091, -0.662, -1.438], [-0.090, -0.271, -0.309], [0.600, -0.516, -0.210], [0.380, 0.264, -0.028], [-0.253, -0.003, -0.053], [0.018, 0.175, 0.306], [-0.302, 0.187, 0.293], [-0.766, -0.489, 0.192], [-0.211, 0.231, 0.489], [0.025, 0.154, 0.032], [0.086, -0.116, -0.007], [-0.001, -0.114, 0.166], [-1.419, 0.782, 2.042], [0.287, -0.278, 0.214], [0.037, 0.005, 0.016], [0.176, 0.671, -0.400], [-3.129, -0.086, 1.591], [-0.038, 0.075, -0.414], [-0.272, 0.413, 0.266], [0.551, -0.288, -0.172], [0.062, 0.845, -2.012], [0.102, -0.089, -0.047], [0.229, -0.308, 0.019], [0.227, -0.167, 0.078], [-0.417, -0.002, -0.093], [0.029, -0.037, 0.126], [0.023, -0.110, 0.021], [0.306, 0.187, -0.447], [0.253, -0.166, 0.034], [-0.443, -0.290, -0.256], [-0.041, -0.083, -0.004], [0.282, -0.260, 0.143], [0.076, 0.251, -0.078], [-0.124, -0.275, 0.426], [-0.218, 0.739, -0.024], [0.314, 0.086, -0.113], [-0.393, -0.179, 0.198], [0.480, -0.312, 0.008], [0.155, 0.208, -0.447], [-0.072, 0.015, 0.000], [0.144, -0.361, 0.429], [0.024, -0.199, -0.062], [0.157, 0.055, 0.086], [0.021, -0.154, -0.019], [-0.196, 0.427, -0.075], [0.130, -0.437, -0.667], [-0.475, -0.800, 0.066], [0.295, 0.393, -0.383], [0.047, 0.234, -0.476], [0.451, 0.161, 0.058], [-0.906, -4.489, -2.113], [0.263, 0.252, 0.274], [-0.748, 0.654, 0.767], [-0.254, -0.054, -0.347], [-0.758, -1.128, 1.233], [-0.240, 0.024, -0.116], [0.430, -0.264, 0.299], [0.183, 0.682, -0.445], [0.376, -0.288, -0.217], [0.237, 0.011, -0.114], [0.218, 0.040, -0.029], [0.275, 0.642, 0.003], [1.243, 0.533, -0.222], [0.005, 0.129, -0.232], [0.096, 0.193, 0.246], [0.056, -0.022, -0.082], [-0.046, 0.040, -0.003], [0.694, -0.882, -1.438], [-0.112, 0.110, 0.062], [0.621, -0.182, -0.699], [0.663, -0.254, -1.146]],
  "charge": 1,
  "orbital_gap_ev": [6.309, 6.534],
  "spin_multiplicity": 5,
  "s2": 6.0510,
  "e_lumo_ev": [-2.756, -2.814]
}

=====

{
  "formula": "C3H12O4",
  "method": "the ωB97M-V functional and the def2-TZVPD basis",
  "symbols": ["H", "H", "H", "O", "H", "C", "H", "O", "H", "C", "H", "H", "H", "H", "H", "O", "O", "C", "H"],
  "coordinates": [[0.164603, -2.532461, -1.038979], [-3.510563, 0.527232, 1.429956], [-0.284534, 2.881497, 0.112815], [-0.651975, 2.735720, -0.778703], [-0.592651, 1.790759, -0.866989], [-0.271619, -0.677153, 1.885003], [0.674101, -2.458849, 1.577285], [-1.442500, -0.870753, 2.037281], [-0.571615, -0.976665, -0.916042], [0.559687, -1.578787, 0.949140], [3.703994, 1.460236, -2.954255], [-1.209607, -2.274360, -0.067217], [-4.087733, 1.815339, 0.961613], [0.269739, 0.093582, 2.451154], [5.188660, 1.155252, -3.124562], [4.365996, 0.799064, -2.736949], [-3.596704, 1.061418, 0.616564], [-0.240769, -1.824421, -0.312147], [1.533490, -1.126649, 0.775032]],
  "forces_ev_per_a": [[0.561, 0.078, 0.305], [0.250, -0.025, -0.662], [-0.312, 0.109, -0.569], [0.475, 0.592, 0.790], [-0.186, -0.670, -0.230], [0.711, -0.810, -0.617], [0.246, -0.460, -0.290], [-0.572, 0.341, 0.267], [0.589, 0.517, 0.387], [-0.680, 1.334, 0.322], [-0.118, 0.043, -0.001], [0.174, -0.009, 0.332], [-0.003, 0.194, -0.359], [0.030, 0.256, 0.154], [-0.578, -0.311, 0.304], [0.681, 0.271, -0.293], [-0.139, -0.234, 1.010], [-1.231, -1.146, -0.827], [0.103, -0.069, -0.021]],
  "orbital_gap_ev": 10.532,
  "spin_multiplicity": 1,
  "e_lumo_ev": 0.504
}

=====

Number 1: largest force on an atom 6.87 eV/Å. Number 2: largest force on an atom 1.87 eV/Å.